(1)
Entry from the OMol25 dataset: a cluster of 12 separate species, C10H44O12 in total (the ωB97M-V functional and the def2-TZVPD basis).

Results
SMILES	CCO.CCO.CCO.CCO.CO.CO.O.O.O.O.O.O
lowest unoccupied orbital energy	-0.0009	Ha
total energy	-1310.14718	Ha
gap between HOMO and LUMO	9.79	eV

Positions of all 66 atoms, in Å:
C1 -29.437 20.898 0.543
C2 -29.126 20.319 1.888
O1 -27.708 20.396 2.044
H1 -29.186 21.961 0.565
H2 -30.512 20.899 0.340
H3 -28.902 20.365 -0.240
H4 -29.443 19.272 1.899
H5 -29.560 20.834 2.747
H6 -27.533 21.131 2.633
C3 -28.841 29.423 5.569
C4 -29.900 29.535 6.646
O2 -29.958 28.297 7.369
H7 -27.814 29.506 5.918
H8 -28.972 30.344 4.988
H9 -29.014 28.588 4.893
H10 -30.874 29.817 6.237
H11 -29.698 30.372 7.321
H12 -30.475 28.410 8.172
C5 -25.868 28.600 1.225
C6 -27.358 28.362 0.979
O3 -27.537 28.183 -0.433
H13 -25.239 28.019 0.554
H14 -25.599 28.424 2.266
H15 -25.668 29.642 0.965
H16 -27.987 29.137 1.426
H17 -27.693 27.489 1.545
H18 -28.358 28.601 -0.713
C7 -30.360 24.693 2.308
C8 -29.871 26.117 2.586
O4 -30.557 26.949 1.661
H19 -30.237 24.404 1.264
H20 -31.408 24.602 2.592
H21 -29.709 24.002 2.847
H22 -28.791 26.005 2.473
H23 -30.259 26.586 3.493
H24 -30.234 27.856 1.700
C9 -33.291 22.254 1.941
O5 -32.089 21.859 2.569
H25 -33.331 21.659 1.018
H26 -34.222 22.009 2.457
H27 -33.292 23.297 1.627
H28 -32.340 21.072 3.061
C10 -26.379 24.429 1.422
O6 -25.999 23.064 1.434
H29 -27.428 24.437 1.742
H30 -25.796 25.068 2.091
H31 -26.374 24.912 0.445
H32 -26.248 22.782 2.316
O7 -33.062 27.597 -0.496
H33 -32.452 27.685 0.245
H34 -33.272 28.500 -0.751
O8 -30.198 29.521 -0.166
H35 -29.457 30.137 -0.123
H36 -30.908 29.972 0.302
O9 -32.778 25.448 5.213
H37 -33.490 25.480 5.860
H38 -32.589 24.509 5.100
O10 -29.391 23.017 5.294
H39 -30.156 22.662 4.830
H40 -29.571 23.964 5.382
O11 -32.751 27.597 3.627
H41 -32.467 27.367 2.736
H42 -32.555 26.799 4.157
O12 -29.582 26.004 5.965
H43 -30.440 26.063 5.532
H44 -29.570 26.761 6.580

Atom charges from the Löwdin analysis, given in e for atoms 1 to 5: -0.086 -0.315 -0.080 0.067 0.064

---

(2)
Entry from the OMol25 dataset: a cluster of 2 separate species, CH10N2Si2 in total (the ωB97M-V functional and the def2-TZVPD basis).

Results
lowest unoccupied orbital energy (alpha / beta)	-0.0068 / -0.0080	Ha
total energy	-732.48523	Ha
gap between HOMO and LUMO (alpha / beta)	7.71 / 7.13	eV

Positions of all 15 atoms, in Å:
C1 1.072 -1.418 0.524
N1 1.269 1.544 0.580
N2 -2.465 0.101 -1.031
Si1 1.635 0.106 -0.388
Si2 -1.927 -0.382 0.523
H1 1.132 -2.345 -0.023
H2 1.342 -1.348 1.493
H3 1.985 1.825 1.194
H4 0.881 2.335 0.129
H5 -1.991 -0.248 -1.823
H6 -2.695 1.043 -1.275
H7 1.022 0.588 -1.818
H8 3.211 -0.009 -0.514
H9 -1.637 0.763 1.568
H10 -2.717 -1.486 0.890

Atom charges from the Löwdin analysis, given in e for atoms 1 to 5: -0.243 -0.160 -0.172 0.355 0.659

---

(3)
Entry from the OMol25 dataset: the molecule C8H7N3S (the ωB97M-V functional and the def2-TZVPD basis).

Results
SMILES	CSc1nnnc2ccccc12
lowest unoccupied orbital energy	-0.0146	Ha
total energy	-871.40645	Ha
gap between HOMO and LUMO	8.70	eV

Positions of all 19 atoms, in Å:
C1 2.142 1.641 -2.390
S1 0.755 1.801 -1.206
C2 0.599 0.249 -0.669
N1 1.172 -0.721 -1.268
N2 1.112 -2.039 -0.768
N3 0.185 -2.304 0.098
C3 -0.661 -1.296 0.597
C4 -1.527 -1.603 1.740
C5 -2.027 -0.566 2.577
C6 -1.836 0.800 2.166
C7 -1.141 1.073 0.972
C8 -0.490 -0.017 0.271
H1 2.443 2.582 -2.956
H2 3.110 1.224 -1.992
H3 1.905 0.834 -3.069
H4 -1.713 -2.588 2.113
H5 -2.292 -0.801 3.595
H6 -2.149 1.615 2.866
H7 -1.022 2.084 0.729

Atom charges from the Löwdin analysis, given in e for atoms 1 to 5: -0.376 0.983 -0.656 0.010 0.023

---

(4)
Entry from the OMol25 dataset: a structure of composition C7H13BO2 (the ωB97M-V functional and the def2-TZVPD basis).

Results
lowest unoccupied orbital energy	0.0091	Ha
total energy	-449.85968	Ha
gap between HOMO and LUMO	8.61	eV

Positions of all 23 atoms, in Å:
B1 1.784 -0.437 1.094
C1 -1.556 0.788 -0.209
C2 -1.059 -0.195 0.553
C3 -1.067 1.128 -1.484
C4 0.507 0.801 -1.688
C5 0.811 -0.679 -1.402
C6 0.660 -0.973 0.070
C7 -1.460 -0.703 1.831
O1 1.735 -1.012 2.349
O2 2.666 0.501 0.655
H1 -2.521 1.190 -0.023
H2 -1.854 0.502 -2.075
H3 -1.304 2.101 -1.837
H4 0.974 1.066 -2.649
H5 0.918 1.410 -1.006
H6 0.346 -1.319 -2.103
H7 1.900 -0.668 -1.602
H8 0.416 -1.990 0.281
H9 -0.789 -1.487 2.136
H10 -2.460 -1.239 1.855
H11 -1.319 0.083 2.623
H12 2.181 -0.582 3.066
H13 3.309 0.544 1.364

Atom charges from the Löwdin analysis, given in e for atoms 1 to 5: -0.639 -0.150 -0.138 -0.194 -0.139

---

It is found that the energy relative to the best compared isomer or geometry (same formula, charge and spin) values, taken in the order of the records, are 49.8 68.9 22.7 11.3 kcal per mole.